Entry 1:
20
Properties=species:S:1:pos:R:3:mulliken_charge:R:1 method="wB97M-V/def2-TZVPD" total_charge=-1 multiplicity=1 orbital_gap_ev=7.34
C 2.716 -0.849 0.604 -1.034
C 2.055 0.389 -0.109 -0.241
C 0.886 -0.143 -0.975 -0.514
O -0.032 0.861 -1.391 -0.601
B -1.129 1.005 -0.539 0.632
C -2.059 -0.166 -0.036 -0.239
C -3.527 0.219 -0.081 -0.216
O -3.999 1.049 0.626 -0.479
H 2.683 -0.731 1.695 0.246
H 3.774 -0.946 0.310 0.315
H 2.207 -1.790 0.339 0.301
H 1.732 1.096 0.663 0.286
H 2.827 0.783 -0.787 0.274
H 0.428 -1.001 -0.455 0.319
H 1.344 -0.556 -1.899 0.236
H -1.416 2.116 -0.199 -0.143
H -1.889 -1.145 -0.526 0.250
H -1.790 -0.295 1.115 0.100
H -4.199 -0.278 -0.834 0.298
Br -0.612 0.381 2.479 -0.789

---

Entry 2:
12
Properties=species:S:1:pos:R:3:mulliken_charge:R:1 method="wB97M-V/def2-TZVPD" total_charge=-1 multiplicity=1 e_above_lowest_kj_mol=55.1 orbital_gap_ev=6.74
S -1.031 -2.377 -1.853 -0.894
H -2.318 -2.655 -1.616 -0.038
C 0.340 1.605 -0.227 -0.900
N -0.044 0.249 -0.068 0.018
C 0.433 -0.452 1.089 -0.778
H -0.343 2.312 0.263 0.210
H 1.278 1.801 0.301 0.267
H 0.456 1.857 -1.276 0.313
H -0.435 -0.374 -0.770 0.071
H 1.533 -0.437 1.135 0.277
H 0.119 -1.498 1.009 0.212
H 0.011 -0.030 2.014 0.242

---

Entry 3:
16
Properties=species:S:1:pos:R:3:mulliken_charge:R:1 method="wB97M-V/def2-TZVPD" multiplicity=1 e_above_lowest_kj_mol=666.5 orbital_gap_ev=7.17
C 1.907 -0.067 -0.103 -0.212
N 0.690 0.263 0.004 0.097
C -0.252 0.802 1.076 -0.348
C -0.974 1.489 -0.112 -0.541
C -0.557 0.173 -0.818 -0.217
C -1.304 -0.960 -0.022 -0.744
C -1.068 -0.468 1.231 -0.507
H 2.258 -0.503 -1.034 0.277
H 2.578 0.065 0.741 0.262
H 0.682 -2.803 -1.532 0.158
H 0.226 1.347 1.895 0.468
H -0.477 2.393 -0.491 0.276
H -2.047 1.627 0.020 0.356
H -0.396 0.088 -1.894 0.418
H 0.079 -2.556 -1.154 -0.163
H -1.344 -0.890 2.194 0.419

---

Entry 4:
6
Properties=species:S:1:pos:R:3:mulliken_charge:R:1 method="wB97M-V/def2-TZVPD" total_charge=-1 multiplicity=1 e_above_lowest_kj_mol=26.8 orbital_gap_ev=7.61
Cl 2.612 -0.446 -0.398 -0.863
C -0.421 0.070 -0.026 -0.018
Cl -0.484 1.745 0.573 -0.167
Cl -1.635 -0.850 1.002 -0.246
H -0.611 -0.076 -1.090 0.275
H 0.539 -0.444 -0.062 0.019

---

no.,E_tot (eV)
1,-80179.2885
2,-14529.5228
3,-7851.2522
4,-38638.7249